Entry 1:
Below is a 9-piece molecular cluster, C18H52N2O9 overall, with properties calculated with ωB97M-V/def2-TZVPD.

Each line ends with the Löwdin charge.
CARTESIAN COORDINATES (ANGSTROEM)
1 C -3.94213 1.91322 -1.46201  -0.0352
2 C -4.97399 0.69977 -1.50199  -0.4183
3 C -5.16107 0.18225 -0.04262  -0.1490
4 C -6.39653 -0.71900 0.10356  -0.1803
5 C -7.71042 -0.00807 -0.27340  -0.1187
6 C -7.62861 0.64971 -1.69040  -0.4967
7 N -6.30078 1.30088 -1.92212  -0.1380
8 O -6.25414 1.96596 -3.13851  -0.0213
9 C -7.87000 -0.35901 -2.83232  -0.0360
10 C -8.72291 1.71756 -1.79893  -0.0392
11 C -4.41094 -0.44248 -2.45181  -0.0336
12 H -4.23545 2.92017 -1.16517  0.0782
13 H -3.62876 2.04353 -2.49783  0.0671
14 H -3.11273 1.52123 -0.87335  0.0757
15 H -4.26695 -0.33916 0.29912  0.1106
16 H -5.15687 0.99540 0.68324  0.1155
17 H -6.41053 -1.19604 1.08352  0.1101
18 H -6.26573 -1.48178 -0.66400  0.0940
19 H -7.91754 0.72213 0.50891  0.1149
20 H -8.44043 -0.81747 -0.27988  0.1131
21 H -7.00574 -1.00867 -2.97051  0.0663
22 H -8.64968 -1.09885 -2.65117  0.0786
23 H -8.11753 0.14878 -3.76451  0.0810
24 H -8.51248 2.48189 -1.05086  0.0838
25 H -8.56632 2.14737 -2.78829  0.0739
26 H -9.65653 1.19509 -1.59038  0.0917
27 H -4.64513 -0.40114 -3.51554  0.0758
28 H -4.52250 -1.45799 -2.07181  0.0684
29 H -3.33122 -0.36756 -2.58097  0.0647
30 H -6.14713 2.87104 -2.83690  0.1037
31 C 5.22103 -2.18929 1.10909  -0.0527
32 C 6.17971 -1.45572 0.15852  -0.4460
33 C 7.12045 -2.53320 -0.46185  -0.1510
34 C 7.97324 -2.08834 -1.66159  -0.1898
35 C 7.00972 -1.49548 -2.71610  -0.1334
36 C 5.93999 -0.39541 -2.24417  -0.4256
37 N 5.39064 -0.69690 -0.88264  -0.1232
38 O 4.64463 0.32119 -0.36186  -0.0012
39 C 6.71800 0.93433 -2.28438  -0.0494
40 C 4.78592 -0.27033 -3.29881  -0.0405
41 C 7.17347 -0.63294 1.05266  -0.0442
42 H 5.70834 -2.86676 1.81028  0.0857
43 H 4.50945 -2.81084 0.56556  0.0753
44 H 4.57377 -1.54115 1.69991  0.0764
45 H 7.92549 -2.96143 0.13532  0.1176
46 H 6.50779 -3.36238 -0.81569  0.1137
47 H 8.57201 -2.87685 -2.11746  0.1136
48 H 8.61791 -1.24046 -1.43002  0.1001
49 H 6.56064 -2.38236 -3.16317  0.1066
50 H 7.71893 -1.12733 -3.45743  0.1035
51 H 7.25012 1.12191 -1.35177  0.0701
52 H 7.49189 1.01766 -3.04742  0.0802
53 H 6.10476 1.83297 -2.35118  0.0766
54 H 4.10485 0.54926 -3.06965  0.0695
55 H 5.07933 -0.06698 -4.32869  0.0829
56 H 4.11307 -1.12721 -3.33209  0.0682
57 H 6.68504 0.15203 1.63003  0.0724
58 H 7.91978 -0.13748 0.43168  0.0637
59 H 7.65344 -1.10117 1.91202  0.0823
60 H 3.75458 -0.03096 -0.43528  0.1011
61 O 0.34999 3.92998 5.87878  -0.0516
62 H 0.95163 4.28592 5.22490  0.0160
63 H 0.84701 3.23389 6.30851  0.0316
64 O -3.11102 -2.57047 5.84599  -0.0503
65 H -2.40281 -2.08708 5.42056  0.0212
66 H -3.39127 -3.21072 5.19193  0.0274
67 O 2.43071 3.94556 2.59593  -0.0524
68 H 2.39233 4.88808 2.43343  0.0315
69 H 3.12248 3.62976 2.01459  0.0305
70 O -3.60059 3.38244 4.33822  -0.0545
71 H -3.59667 2.82140 5.11376  0.0292
72 H -2.67548 3.55033 4.15878  0.0208
73 O 0.94199 -1.74284 -0.99068  -0.0520
74 H 1.73651 -1.85121 -1.51338  0.0189
75 H 0.69081 -2.63412 -0.74822  0.0321
76 O 0.05971 -0.12668 3.28166  -0.0451
77 H -0.13744 -0.42393 2.39339  0.0294
78 H 0.31995 0.78842 3.17628  0.0316
79 O 1.26998 -1.96690 6.34944  -0.0522
80 H 1.89413 -2.59486 5.98567  0.0284
81 H 0.86083 -1.56408 5.58357  0.0065

The value obtained for the energy relative to the best compared isomer or geometry (same formula, charge and spin) is 3.0534 eV. Its charge is 0. The lowest unoccupied orbital energy is -0.097 eV. Its total energy is -1503.513202 hartree. The value obtained for the HOMO-LUMO gap is 7.88 eV.

Entry 2:
Below is C18H54F2I2Na3O24P6 as an isolated structure, with properties calculated with ωB97M-V/def2-TZVPD.

Each line ends with the Löwdin charge.
CARTESIAN COORDINATES (ANGSTROEM)
1 Na 0.79101 1.66068 0.88554  0.1455
2 Na -3.09761 2.52462 0.67309  0.0270
3 Na -3.08149 -0.92075 0.77403  0.3617
4 F -1.37282 0.76616 0.58016  -0.5477
5 F -4.72345 0.37432 -0.36276  -0.6562
6 I -5.41982 2.82980 2.60934  -0.4495
7 I -0.36908 4.64621 0.79726  -0.1896
8 C 3.61291 0.60957 -3.65561  -0.1209
9 O 4.04460 1.76389 -3.03358  -0.2035
10 P 3.58482 2.11284 -1.51602  0.5385
11 O 2.20855 1.81792 -1.01599  -0.2450
12 O 4.85371 1.56435 -0.62810  -0.1892
13 C 5.15540 2.08143 0.57609  -0.1706
14 O 3.88636 3.70844 -1.47096  -0.2417
15 C 3.00640 4.70646 -2.15944  -0.0385
16 H 2.95296 -0.02993 -3.06942  0.0849
17 H 4.55976 0.16140 -3.95680  0.0912
18 H 3.24858 0.87854 -4.64708  0.0913
19 H 4.56049 1.76422 1.43258  0.0651
20 H 5.21038 3.16770 0.64744  0.0993
21 H 6.10910 1.63115 0.85145  0.0937
22 H 3.52325 5.20862 -2.97723  0.0739
23 H 2.87192 5.54283 -1.47351  0.0857
24 H 2.13401 4.22948 -2.60612  0.0787
25 C -4.56964 -1.08227 -3.47905  -0.0672
26 O -3.60693 -2.17109 -3.53750  -0.2245
27 P -3.39801 -3.27859 -2.37630  0.4613
28 O -2.76044 -2.72599 -1.12694  -0.2439
29 O -4.83798 -4.01243 -2.15136  -0.2365
30 C -5.65497 -3.54709 -0.99884  -0.0567
31 O -2.51099 -4.31614 -3.19761  -0.2179
32 C -3.08245 -4.82995 -4.44124  -0.0817
33 H -4.15612 -0.16590 -3.05788  0.0602
34 H -5.51654 -1.19846 -2.95181  0.0901
35 H -4.74177 -0.69193 -4.48210  0.0859
36 H -5.80141 -2.47263 -0.88851  0.0838
37 H -5.11398 -3.88009 -0.11310  0.0781
38 H -6.59952 -4.08061 -0.89259  0.0839
39 H -2.63352 -4.27790 -5.26695  0.0825
40 H -4.16313 -4.75256 -4.56058  0.0896
41 H -2.63047 -5.80677 -4.61336  0.0853
42 C -1.79462 1.32880 -3.26210  -0.1329
43 O -2.74598 1.93709 -4.06172  -0.2210
44 P -3.63576 3.21296 -3.66245  0.5557
45 O -4.20384 3.13000 -2.29226  -0.2082
46 O -4.74600 3.33643 -4.90455  -0.2128
47 C -4.57623 3.77760 -6.19202  -0.1589
48 O -2.58126 4.48881 -3.93769  -0.2446
49 C -1.48257 4.62190 -3.03002  -0.1454
50 H -0.77312 1.49984 -3.60178  0.0980
51 H -1.99235 0.25689 -3.26325  0.0727
52 H -1.98197 1.37499 -2.18932  0.0944
53 H -5.48865 4.21282 -6.59967  0.0906
54 H -4.10800 3.09788 -6.90394  0.0856
55 H -3.83096 4.56854 -6.10779  0.0751
56 H -0.63546 4.42522 -3.68714  0.0685
57 H -1.22178 3.81058 -2.35042  0.0416
58 H -1.20729 5.61817 -2.68397  0.0824
59 C 2.21329 0.01331 5.11217  -0.0986
60 O 2.15965 1.44057 5.23960  -0.2262
61 P 2.88839 2.24304 4.02038  0.4468
62 O 2.21888 2.09795 2.73877  -0.2247
63 O 4.40228 1.77788 4.05158  -0.2086
64 C 5.12768 1.28814 5.23666  -0.0546
65 O 2.90872 3.83999 4.44982  -0.2277
66 C 1.72720 4.44155 5.02005  -0.0911
67 H 1.29218 -0.40378 5.51924  0.0935
68 H 3.10324 -0.36787 5.61295  0.0798
69 H 2.33599 -0.24182 4.05958  0.0700
70 H 4.55056 1.13488 6.14855  0.0823
71 H 5.90689 1.94682 5.62016  0.0849
72 H 5.62076 0.41537 4.80859  0.0972
73 H 1.59045 5.44079 4.60662  0.0927
74 H 1.87236 4.29164 6.08988  0.0890
75 H 0.76954 4.06131 4.66453  0.0842
76 C 4.57476 -4.47409 -0.89591  -0.1756
77 O 3.52718 -3.77271 -1.34714  -0.2132
78 P 2.43402 -2.90282 -0.47350  0.5385
79 O 2.88020 -2.04238 0.67748  -0.2459
80 O 1.62672 -2.06895 -1.58467  -0.2168
81 C 0.50012 -1.33791 -1.21632  -0.1049
82 O 1.45074 -4.10496 0.04317  -0.2219
83 C 0.58655 -4.74279 -0.87252  -0.1196
84 H 4.41766 -5.40033 -0.34319  0.0944
85 H 5.25045 -3.73878 -0.45904  0.0967
86 H 5.09931 -4.89457 -1.75390  0.0872
87 H -0.01443 -1.47270 -0.26491  0.0875
88 H -0.33350 -1.63167 -1.85419  0.0871
89 H 0.83347 -0.31250 -1.37600  0.0773
90 H 0.76503 -5.80275 -0.69164  0.0856
91 H 0.81412 -4.75384 -1.93844  0.0918
92 H -0.47945 -4.54845 -0.75431  0.0861
93 C -1.84141 -3.27772 6.04908  -0.1867
94 O -2.22649 -3.20548 4.74763  -0.1913
95 P -1.37194 -2.13612 3.79521  0.5492
96 O -1.84975 -1.96517 2.40450  -0.2173
97 O -1.47251 -0.83478 4.75704  -0.2160
98 C -1.22756 0.42969 4.22250  -0.0875
99 O 0.16610 -2.56875 3.92794  -0.1851
100 C 0.94616 -2.10750 2.86832  -0.1628
101 H -1.02753 -2.71154 6.50198  0.0915
102 H -1.50324 -4.31210 6.11063  0.0900
103 H -2.75451 -3.16401 6.63339  0.0984
104 H -1.62389 1.11184 4.97463  0.1140
105 H -1.53994 0.65547 3.20292  0.0833
106 H -0.14567 0.49561 4.10734  0.0577
107 H 0.69480 -1.12809 2.46129  0.0860
108 H 0.66018 -2.71610 2.01046  0.0683
109 H 2.03048 -2.19049 2.94219  0.0880

Its charge is -1. The lowest unoccupied orbital energy is 1.371 eV. Its total energy is -5854.876971 hartree. The value obtained for the HOMO-LUMO gap is 4.81 eV.

Entry 3:
Below is C18H54LiN12O18 as an isolated structure, with properties calculated with ωB97M-V/def2-TZVPD.

Each line ends with the Löwdin charge.
CARTESIAN COORDINATES (ANGSTROEM)
1 Li 0.62558 2.31387 3.65890  0.7626
2 C 0.54532 -0.64145 0.71895  -0.0142
3 C -0.13759 -0.66969 -0.50091  -0.3192
4 C -1.07616 0.45111 -0.84519  -0.2936
5 O -1.61396 0.66097 -2.00992  -0.0474
6 C -1.30416 1.49485 0.06059  -0.0302
7 C -0.65923 1.60658 1.31234  -0.3398
8 C 0.45656 0.49453 1.62968  -0.2869
9 O 1.03390 0.59805 2.72989  -0.0947
10 O -0.75001 2.51589 2.12383  -0.0675
11 O 0.06985 -1.73213 -1.25582  -0.0663
12 H 1.19776 -1.47483 0.93390  0.0763
13 H -1.88540 2.37651 -0.16579  0.0692
14 O 3.75721 0.44539 2.12893  -0.0417
15 H 3.84702 1.39175 2.01683  0.0132
16 H 2.87172 0.32742 2.47279  -0.0151
17 O 1.42377 3.94012 2.96154  -0.0905
18 H 2.05347 3.56745 2.34441  0.0107
19 H 1.64214 4.87150 2.99417  0.0649
20 O -0.77988 5.20806 1.70686  -0.0504
21 H -0.92841 4.29636 1.95781  -0.0162
22 H 0.08009 5.41986 2.06992  0.0082
23 O 2.00359 0.01953 -2.88488  -0.0453
24 H 1.24570 0.31135 -3.39150  0.0256
25 H 1.63383 -0.53433 -2.19732  -0.0137
26 O -3.59252 3.43471 1.65048  -0.0401
27 H -4.24311 2.77527 1.89152  0.0374
28 H -2.97627 2.96858 1.08551  -0.0241
29 O 2.28157 -4.30066 -2.73209  -0.0458
30 H 1.83338 -3.56127 -2.32139  -0.0027
31 H 1.87463 -4.37872 -3.59496  0.0256
32 C -0.16011 -4.14330 1.92766  -0.8498
33 O -0.15126 -5.15534 2.51662  0.0701
34 N -0.94318 -3.13275 2.22479  0.1871
35 N 0.63800 -3.89511 0.95642  0.1890
36 H -0.87226 -2.34621 1.59518  0.0727
37 H -1.67459 -3.16986 2.92032  0.1182
38 H 1.03786 -4.76390 0.63176  0.1343
39 H 0.65884 -3.05048 0.40301  0.0478
40 C -0.93915 -1.26815 -5.41232  -0.7455
41 O -0.51315 -1.51040 -6.55499  -0.0156
42 N -0.39453 -1.69743 -4.31811  0.1797
43 N -2.03173 -0.57818 -5.13989  0.1658
44 H 0.44955 -2.24997 -4.26999  0.1158
45 H -0.90116 -1.43850 -3.48362  0.0599
46 H -2.31779 -0.39552 -4.18863  0.0705
47 H -2.59077 -0.06313 -5.80493  0.1104
48 C -0.44102 4.90563 -2.35029  -0.8508
49 O -0.38535 4.37200 -3.40417  0.0710
50 N -0.74213 4.46779 -1.15854  0.1901
51 N -0.26050 6.14169 -2.20764  0.1538
52 H -0.89634 3.47332 -1.07281  0.0729
53 H -0.74356 5.13622 -0.40138  0.0776
54 H -0.23237 6.63649 -1.32760  0.1156
55 H -0.04984 6.68940 -3.02967  0.1247
56 C -4.01036 3.20937 -2.99006  -0.8120
57 O -4.68507 4.06366 -3.43511  0.0528
58 N -4.26345 2.77845 -1.77431  0.1717
59 N -3.20729 2.45285 -3.71880  0.1772
60 H -4.98253 3.19162 -1.19785  0.1152
61 H -3.67825 2.02754 -1.43700  0.0704
62 H -3.06138 2.57175 -4.71110  0.1179
63 H -2.47871 2.09639 -3.11694  0.0497
64 C 4.69517 -2.70624 0.03109  -0.8698
65 O 5.12820 -3.71124 -0.48998  0.0327
66 N 3.45042 -2.43523 0.12784  0.1949
67 N 5.41813 -1.89850 0.63277  0.1889
68 H 2.89360 -3.26373 -0.02589  0.1028
69 H 3.23334 -1.52171 0.49993  0.0864
70 H 4.92920 -1.08995 0.98955  0.0810
71 H 6.40874 -2.05411 0.75345  0.1334
72 C 3.30503 3.20543 -0.28428  -0.7632
73 O 3.33862 3.38019 0.91301  0.0211
74 N 2.34989 2.57159 -0.92059  0.2187
75 N 4.17318 3.62876 -1.12152  0.1807
76 H 2.37791 2.83328 -1.89570  0.1080
77 H 1.57794 1.98145 -0.64507  0.1048
78 H 3.82231 3.92165 -2.02218  0.1282
79 H 4.86751 4.16143 -0.61725  0.1280
80 C -5.65456 -2.01030 -2.00041  -0.0770
81 C -4.29843 -2.00297 -1.39949  -0.4617
82 C -4.25945 -2.94346 -0.11289  -0.0422
83 O -3.35818 -2.65443 -2.27812  -0.0578
84 H -5.55434 -1.52875 -2.97313  0.0856
85 H -6.26996 -1.51062 -1.25227  0.0820
86 H -6.12230 -2.98247 -2.15598  0.0818
87 H -4.05839 -0.95691 -1.20913  0.1256
88 H -3.25332 -3.27898 0.13858  0.0565
89 H -4.81044 -3.88326 -0.07686  0.0716
90 H -4.69204 -2.27643 0.63278  0.0619
91 H -2.63565 -2.02492 -2.22089  0.0407
92 C 1.58678 -3.08161 6.62421  -0.0623
93 C 2.04744 -3.67738 5.32046  -0.5152
94 C 2.66732 -2.59637 4.40059  -0.0456
95 O 2.98811 -4.68153 5.47143  -0.0394
96 H 1.57354 -3.92729 7.31180  0.0756
97 H 0.56922 -2.69443 6.57175  0.0766
98 H 2.26061 -2.35039 7.07071  0.0737
99 H 1.25536 -4.22748 4.81243  0.1326
100 H 3.04469 -3.03724 3.47791  0.0770
101 H 3.50406 -2.11744 4.90912  0.0758
102 H 1.95169 -1.82148 4.12579  0.0646
103 H 3.84224 -4.28951 5.66736  0.0869

Its charge is -1. The lowest unoccupied orbital energy is 0.665 eV. Its total energy is -2737.438690 hartree. The value obtained for the HOMO-LUMO gap is 7.36 eV.